Record 1
A 2-piece molecular cluster, C6H12O overall. Source: the OMol25 dataset; level of theory: ωB97M-V/def2-TZVPD.

## Properties
E_LUMO, eV: 1.08
Structure (SMILES): OCC1CC1.C=C

CARTESIAN COORDINATES (ANGSTROEM)
O  0.76  -0.50  -1.11
C  -1.32  -0.41  0.21
C  -2.76  0.00  0.14
C  2.75  -0.58  0.51
C  -1.72  1.00  0.54
C  3.06  0.71  0.42
C  -0.63  -0.71  -1.10
H  2.72  1.43  1.16
H  3.66  1.08  -0.40
H  -1.02  -1.04  1.05
H  3.05  -1.30  -0.24
H  -0.76  -1.77  -1.35
H  2.11  -0.97  1.31
H  -1.46  1.78  -0.18
H  -1.69  1.32  1.58
H  0.99  0.34  -0.69
H  -3.19  0.09  -0.85
H  -3.45  -0.37  0.89
H  -1.11  -0.12  -1.89

natural (NBO) charges, unit e, in atom order:
1 O -0.723
2 C -0.262
3 C -0.414
4 C -0.339
5 C -0.428
6 C -0.456
7 C -0.054
8 H 0.194
9 H 0.198
10 H 0.215
11 H 0.205
12 H 0.181
13 H 0.192
14 H 0.211
15 H 0.218
16 H 0.481
17 H 0.212
18 H 0.217
19 H 0.152

---

Record 2
A 2-piece molecular cluster, C6H12O overall. Source: the OMol25 dataset; level of theory: ωB97M-V/def2-TZVPD.

## Properties
E_LUMO, eV: 0.61

CARTESIAN COORDINATES (ANGSTROEM)
O  -0.12  2.54  0.48
C  -0.06  0.12  0.19
C  -1.25  -0.67  -0.32
C  1.30  -0.32  -0.38
C  2.49  0.36  0.32
C  -2.56  -0.27  0.18
C  -0.34  1.57  -0.22
H  2.50  0.13  1.39
H  -1.75  -1.55  0.38
H  -2.64  0.08  1.21
H  1.37  -1.42  -0.26
H  -0.05  0.09  1.28
H  -3.46  -0.63  -0.32
H  -0.71  1.68  -1.27
H  -0.68  -2.13  0.08
H  3.44  0.03  -0.11
H  2.43  1.46  0.22
H  -1.23  -0.95  -1.38
H  1.33  -0.12  -1.46

natural (NBO) charges, unit e, in atom order:
1 O -0.516
2 C -0.359
3 C -0.308
4 C -0.390
5 C -0.610
6 C -0.674
7 C 0.462
8 H 0.208
9 H 0.417
10 H 0.212
11 H 0.224
12 H 0.231
13 H 0.218
14 H 0.111
15 H -0.102
16 H 0.215
17 H 0.217
18 H 0.245
19 H 0.199

---

Record 3
One molecule with the formula C6H12O. Source: the OMol25 dataset; level of theory: ωB97M-V/def2-TZVPD.

## Properties
E_LUMO, eV: 0.95
Structure (SMILES): CCC[C@H]1C[C@H]1O

CARTESIAN COORDINATES (ANGSTROEM)
O  -1.18  0.69  -1.83
C  0.75  -1.15  0.23
C  -1.54  1.91  0.22
C  -0.90  0.63  0.66
C  0.58  0.34  0.51
C  -1.77  0.67  -0.56
C  2.19  -1.58  -0.01
H  -1.34  0.16  1.54
H  2.26  -2.65  -0.25
H  -1.02  -0.21  -2.14
H  -2.75  0.18  -0.51
H  -2.36  2.33  0.81
H  0.13  -1.40  -0.64
H  0.32  -1.72  1.07
H  2.63  -1.00  -0.82
H  0.98  0.92  -0.33
H  -0.89  2.64  -0.26
H  2.78  -1.39  0.89
H  1.15  0.64  1.41

natural (NBO) charges, unit e, in atom order:
1 O -0.708
2 C -0.381
3 C -0.435
4 C -0.245
5 C -0.401
6 C 0.075
7 C -0.605
8 H 0.211
9 H 0.209
10 H 0.470
11 H 0.175
12 H 0.217
13 H 0.179
14 H 0.195
15 H 0.203
16 H 0.212
17 H 0.225
18 H 0.202
19 H 0.204

---

Record 4
One molecule with the formula C6H12O. Source: the OMol25 dataset; level of theory: ωB97M-V/def2-TZVPD.

## Properties
E_LUMO, eV: 0.96
Structure (SMILES): CCC[C@H]1C[C@H]1O

CARTESIAN COORDINATES (ANGSTROEM)
O  1.59  0.67  -1.55
C  0.92  -0.48  0.83
C  -2.53  0.39  -0.36
C  1.74  0.54  -0.13
C  -1.12  0.44  0.23
C  2.25  -0.79  0.22
C  -0.44  -0.92  0.31
H  -2.58  -0.14  -1.32
H  -0.34  1.02  -0.25
H  2.22  -1.48  -0.62
H  -1.02  -1.63  0.92
H  3.09  -0.79  0.88
H  -1.16  0.91  1.22
H  -3.20  -0.17  0.32
H  -0.32  -1.34  -0.69
H  0.89  -0.37  1.94
H  -2.99  1.38  -0.48
H  2.17  1.45  0.29
H  1.00  1.37  -1.86

natural (NBO) charges, unit e, in atom order:
1 O -0.723
2 C -0.230
3 C -0.614
4 C 0.067
5 C -0.387
6 C -0.446
7 C -0.414
8 H 0.202
9 H 0.200
10 H 0.229
11 H 0.211
12 H 0.217
13 H 0.192
14 H 0.203
15 H 0.205
16 H 0.222
17 H 0.209
18 H 0.181
19 H 0.476

---

Record 5
C6H12O as an isolated structure. Source: the OMol25 dataset; level of theory: ωB97M-V/def2-TZVPD.

## Properties
E_LUMO (spin up / spin down), eV: 0.60 / 0.78

CARTESIAN COORDINATES (ANGSTROEM)
O  0.07  -0.35  2.09
C  -0.74  -1.77  -0.99
C  0.24  -0.17  0.76
C  1.68  -0.47  0.41
C  -0.75  0.55  -1.18
C  -0.86  -0.57  -0.22
C  -0.09  1.76  0.27
H  1.93  -1.48  0.73
H  -0.05  2.54  -0.52
H  -1.63  0.98  -1.66
H  0.80  2.00  0.87
H  0.17  -1.97  -1.55
H  0.12  0.52  -1.84
H  2.35  0.22  0.94
H  -0.97  1.99  0.88
H  -1.83  -0.52  0.30
H  -0.86  -0.27  2.31
H  1.85  -0.38  -0.66
H  -1.44  -2.60  -0.91

natural (NBO) charges, unit e, in atom order:
1 O -0.685
2 C -0.428
3 C 0.469
4 C -0.688
5 C -0.286
6 C -0.428
7 C -0.740
8 H 0.232
9 H 0.224
10 H 0.213
11 H 0.219
12 H 0.179
13 H 0.195
14 H 0.225
15 H 0.201
16 H 0.209
17 H 0.479
18 H 0.221
19 H 0.190

---

Record 6
One molecule with the formula C6H12O. Source: the OMol25 dataset; level of theory: ωB97M-V/def2-TZVPD.

## Properties
E_LUMO, eV: 0.91
Structure (SMILES): C[C@H]1[C@H](O)C1(C)C

CARTESIAN COORDINATES (ANGSTROEM)
O  0.46  0.41  -2.40
C  1.63  -0.88  0.00
C  -0.89  -0.50  -0.48
C  0.48  0.09  0.09
C  0.54  0.99  1.30
C  -0.21  0.66  -1.12
C  -2.08  -0.49  0.42
H  -1.88  -1.08  1.31
H  2.59  -0.35  0.07
H  1.38  0.72  -2.46
H  0.38  0.41  2.22
H  1.62  -1.46  -0.92
H  -0.94  -1.38  -1.12
H  -0.69  1.63  -1.03
H  -2.36  0.52  0.72
H  -2.93  -0.96  -0.09
H  1.52  1.47  1.37
H  1.59  -1.58  0.84
H  -0.21  1.78  1.27

natural (NBO) charges, unit e, in atom order:
1 O -0.738
2 C -0.602
3 C -0.244
4 C -0.073
5 C -0.606
6 C 0.094
7 C -0.609
8 H 0.210
9 H 0.196
10 H 0.477
11 H 0.208
12 H 0.226
13 H 0.229
14 H 0.177
15 H 0.205
16 H 0.213
17 H 0.215
18 H 0.211
19 H 0.211